{"formula": "C37H29BrN5O3PdS", "method": "ωB97M-V/def2-TZVPD", "max_force_ev_per_a": 4.02, "charge": 3, "spin_multiplicity": 5, "gap_ha": [0.192, 0.147], "relative_energy_kj_mol": 0.0, "lumo_energy_ev": [-8.875, -11.090], "symbols": ["Pd", "Br", "C", "C", "C", "C", "O", "C", "C", "N", "C", "C", "C", "C", "C", "C", "C", "C", "N", "C", "C", "H", "H", "H", "H", "H", "H", "H", "H", "H", "H", "C", "O", "C", "C", "C", "C", "C", "C", "N", "C", "C", "C", "C", "C", "C", "C", "O", "H", "H", "H", "H", "H", "H", "H", "H", "H", "H", "H", "H", "H", "N", "C", "N", "C", "C", "C", "C", "C", "C", "S", "H", "H", "H", "H", "H", "H"], "positions_angstrom": [[-1.0944, 2.6573, 2.0099], [6.3666, 3.2054, 1.5386], [4.5676, 2.6686, 1.6787], [4.1821, 1.3571, 2.0063], [2.8584, 1.0996, 2.2036], [1.8589, 2.1042, 2.1980], [0.7067, 1.8293, 2.7290], [2.2240, 3.3853, 1.7257], [1.2330, 4.4395, 1.5165], [-0.0585, 4.3202, 1.5813], [-0.8629, 5.4231, 1.3043], [-0.4632, 6.6338, 0.8096], [-1.4590, 7.5971, 0.4129], [-2.8161, 7.4020, 0.5434], [-3.2826, 6.1352, 1.0866], [-4.6664, 5.7333, 1.2913], [-4.9387, 4.4343, 1.6055], [-3.8705, 3.5739, 1.9389], [-2.5985, 3.9292, 1.8245], [-2.2784, 5.1748, 1.4555], [3.6206, 3.6945, 1.5724], [5.0139, 0.6356, 2.0850], [2.4809, 0.0846, 2.3861], [1.5770, 5.4516, 1.3577], [0.5590, 6.9010, 0.7415], [-1.1192, 8.4512, -0.1709], [-3.5278, 8.1509, 0.1478], [-5.4550, 6.4526, 1.1087], [-5.9218, 3.9999, 1.6637], [-4.0249, 2.5224, 2.2802], [3.9922, 4.7197, 1.5087], [-1.1746, -3.7460, -2.9962], [-0.2972, -4.2112, -1.9487], [0.3536, -5.3864, -2.1502], [0.2380, -6.2159, -3.2829], [1.1051, -7.2938, -3.4580], [2.0844, -7.5438, -2.5464], [2.2422, -6.7485, -1.4360], [1.2762, -5.7669, -1.1399], [1.2946, -5.0186, 0.0781], [1.5160, -3.6412, 0.2111], [2.5486, -3.0786, -0.4823], [3.7179, -3.8082, -0.8221], [4.6890, -3.2877, -1.6370], [4.5628, -1.9879, -2.1742], [3.5072, -1.2253, -1.8317], [2.4690, -1.6680, -0.9708], [1.4985, -0.9333, -0.6892], [-1.8327, -2.9413, -2.5373], [-1.7947, -4.4991, -3.4895], [-0.6079, -3.2798, -3.7843], [-0.3989, -5.9785, -4.0690], [0.8945, -8.0196, -4.2131], [2.6376, -8.4706, -2.5546], [2.9823, -7.0495, -0.6995], [0.9225, -5.5194, 0.8704], [0.7522, -2.9852, 0.5939], [3.8461, -4.8009, -0.3802], [5.5410, -3.9130, -1.8711], [5.2988, -1.6606, -2.9286], [3.4372, -0.2078, -2.1494], [-0.5884, -0.5506, 3.2069], [-1.5923, -0.4291, 2.3119], [-1.5607, 0.5516, 1.3530], [-2.5891, 0.2598, 0.4286], [-2.7664, 0.9008, -0.8454], [-3.8220, 0.5340, -1.6546], [-4.7937, -0.4323, -1.2417], [-4.6255, -0.9966, 0.0058], [-3.5178, -0.7435, 0.8373], [-2.9122, -1.6062, 2.2898], [0.1932, 0.1089, 3.0788], [-0.5241, -1.3271, 3.8265], [-2.0785, 1.7021, -1.1564], [-3.8511, 0.9736, -2.6610], [-5.6412, -0.6656, -1.8880], [-5.4424, -1.5605, 0.4566]]}